Below is a 5-piece molecular cluster, C28H66O13S5Si overall, with properties calculated with the ωB97M-V functional and the def2-TZVPD basis.

Its strongest force on any atom is 1.9 eV/Å. Its total charge is 0. Its SMILES is C=CC[Si@@](S)(CCCCCCCCCC)COCC.CCOS(C)(=O)=O.CCOS(C)(=O)=O.CCOS(C)(=O)=O.CCOS(C)(=O)=O. The total energy is -4364.91847 Ha. Its HOMO energy is -8.658 eV. Its multiplicity is 1.

Each line ends with the Löwdin charge.
Positions of all 113 atoms, in Å:
C -6.119 2.079 -1.618  -0.055
C -5.312 2.454 -0.667  -0.316
C -3.960 3.024 -0.992  -0.270
Si -2.629 1.633 -1.230  0.421
S -3.601 -0.258 -0.895  0.512
C -1.943 1.883 -2.980  -0.248
C -1.656 0.611 -3.817  -0.244
C -0.920 -0.510 -3.068  -0.240
C 0.064 -1.263 -4.002  -0.206
C 1.221 -1.887 -3.222  -0.204
C 0.746 -2.871 -2.108  -0.190
C 1.502 -2.571 -0.813  -0.204
C 0.804 -3.119 0.462  -0.194
C 0.111 -1.994 1.235  -0.257
C 1.087 -1.278 2.177  -0.110
C -1.234 1.969 0.055  -0.280
O -0.033 2.460 -0.529  -0.221
C 1.044 1.534 -0.545  -0.277
C 2.361 2.211 -0.156  -0.045
H -6.808 1.260 -1.446  0.056
H -6.097 2.529 -2.603  0.063
H -5.626 2.370 0.365  0.099
H -4.023 3.620 -1.903  0.077
H -3.650 3.640 -0.142  0.061
H -3.939 -0.733 -2.109  -0.171
H -2.715 2.441 -3.519  0.072
H -1.088 2.559 -2.942  0.068
H -2.568 0.247 -4.290  0.106
H -1.004 0.919 -4.638  0.097
H -1.616 -1.272 -2.734  0.065
H -0.367 -0.162 -2.192  0.088
H 0.486 -0.603 -4.764  0.103
H -0.533 -2.016 -4.526  0.115
H 1.792 -1.075 -2.770  0.095
H 1.884 -2.419 -3.906  0.103
H 0.973 -3.873 -2.474  0.100
H -0.331 -2.789 -1.974  0.099
H 1.615 -1.494 -0.667  0.083
H 2.512 -2.976 -0.909  0.105
H 0.066 -3.862 0.155  0.106
H 1.586 -3.568 1.074  0.105
H -0.695 -2.420 1.842  0.082
H -0.298 -1.246 0.549  0.080
H 0.591 -0.421 2.643  0.065
H 1.359 -1.947 2.992  0.074
H 1.974 -0.894 1.668  0.067
H -1.625 2.780 0.683  0.071
H -1.095 1.114 0.727  0.076
H 1.179 1.202 -1.582  0.106
H 0.895 0.653 0.083  0.086
H 2.438 2.361 0.914  0.056
H 3.156 1.572 -0.541  0.079
H 2.403 3.148 -0.711  0.074
C 0.054 5.342 -2.125  -0.074
C 0.670 6.723 -2.217  -0.244
O 1.475 6.878 -3.402  -0.261
S 0.725 7.129 -4.784  0.567
C 2.138 7.634 -5.708  -0.123
O -0.164 8.239 -4.633  -0.274
O 0.259 5.879 -5.296  -0.276
H -0.693 5.191 -2.905  0.071
H -0.433 5.204 -1.159  0.076
H 0.813 4.570 -2.250  0.076
H -0.093 7.503 -2.175  0.116
H 1.341 6.884 -1.375  0.123
H 2.522 8.558 -5.284  0.074
H 1.816 7.793 -6.735  0.076
H 2.884 6.844 -5.666  0.075
C -1.915 -6.213 6.027  -0.074
C -2.143 -6.217 4.528  -0.252
O -3.374 -5.562 4.166  -0.263
S -3.395 -3.969 4.154  0.571
C -4.910 -3.775 3.278  -0.119
O -2.314 -3.503 3.342  -0.278
O -3.566 -3.495 5.491  -0.270
H -1.729 -5.204 6.395  0.072
H -1.054 -6.832 6.280  0.081
H -2.793 -6.593 6.551  0.084
H -1.305 -5.763 3.998  0.115
H -2.234 -7.242 4.173  0.121
H -4.792 -4.184 2.278  0.075
H -5.125 -2.710 3.228  0.077
H -5.698 -4.292 3.821  0.075
C 0.761 3.723 2.785  -0.060
C 0.059 5.065 2.822  -0.246
O 0.526 5.894 3.901  -0.261
S 1.921 6.642 3.709  0.569
C 1.760 7.755 5.064  -0.122
O 1.883 7.377 2.482  -0.278
O 2.982 5.726 3.984  -0.271
H 1.811 3.838 2.519  0.066
H 0.293 3.071 2.046  0.056
H 0.725 3.239 3.761  0.092
H 0.161 5.592 1.871  0.111
H -1.006 4.917 2.997  0.123
H 0.919 8.417 4.877  0.075
H 2.684 8.326 5.129  0.077
H 1.609 7.180 5.974  0.075
C 3.714 -6.092 -1.877  -0.071
C 2.893 -7.326 -1.555  -0.252
O 3.563 -8.195 -0.625  -0.263
S 3.541 -7.793 0.918  0.565
C 4.098 -9.338 1.554  -0.122
O 2.185 -7.576 1.318  -0.277
O 4.544 -6.804 1.155  -0.272
H 3.798 -5.441 -1.007  0.066
H 3.247 -5.524 -2.682  0.076
H 4.725 -6.368 -2.176  0.085
H 1.905 -7.057 -1.177  0.114
H 2.743 -7.913 -2.460  0.121
H 3.358 -10.099 1.325  0.074
H 4.208 -9.227 2.630  0.077
H 5.057 -9.577 1.101  0.075

Atoms 1-6, force components in eV/Å:
C -1.456 -0.696 -1.000
C 1.175 0.993 0.335
C -0.333 0.053 1.087
Si -0.088 0.963 -0.822
S 0.166 -0.577 0.508
C -0.813 -0.608 -0.208

=====

Below is C28H68F3O10PS as an isolated structure, with properties calculated with the ωB97M-V functional and the def2-TZVPD basis.

Its strongest force on any atom is 2.8 eV/Å. Its total charge is 0. The total energy is -2899.05066 Ha. Its HOMO energy is -9.022 eV. Its multiplicity is 1.

Each line ends with the Löwdin charge.
Positions of all 111 atoms, in Å:
C 5.508 -3.034 5.487  -0.254
P 6.454 -1.557 4.830  0.853
O 5.960 -1.389 3.210  -0.331
O 5.922 -0.226 5.770  -0.591
S 4.497 0.481 5.216  0.940
O 4.339 1.675 6.077  -0.394
O 3.239 -0.602 5.540  -0.357
C 2.516 -0.752 4.284  -0.239
C 1.846 -2.167 4.105  -0.019
C 0.719 -2.521 5.144  -0.538
F 0.646 -1.714 6.204  0.162
F -0.519 -2.603 4.503  0.073
F 0.945 -3.804 5.570  0.094
H 6.101 -3.440 6.343  0.047
H 5.437 -3.799 4.679  0.045
H 4.486 -2.778 5.852  0.033
H 5.615 -2.256 2.943  0.039
H 3.300 -0.675 3.481  0.093
H 1.836 0.115 4.116  0.127
H 2.612 -2.970 4.098  0.118
H 1.351 -2.184 3.102  0.128
C -1.511 2.871 1.334  -0.073
C -0.180 2.152 1.212  -0.269
O 0.017 1.146 2.195  -0.170
C -0.921 0.085 2.213  -0.274
C -0.973 -0.702 0.915  -0.067
H -1.613 3.322 2.324  0.083
H -1.586 3.656 0.580  0.072
H -2.354 2.193 1.195  0.067
H 0.627 2.873 1.347  0.120
H -0.052 1.730 0.209  0.102
H -1.911 0.463 2.488  0.113
H -0.610 -0.584 3.018  0.092
H -1.291 -0.081 0.075  0.056
H -1.677 -1.532 1.002  0.080
H 0.013 -1.103 0.670  0.080
C -4.119 4.107 -3.533  -0.077
C -3.123 4.028 -2.390  -0.277
O -2.887 2.706 -1.932  -0.178
C -2.362 1.797 -2.885  -0.286
C -1.019 2.217 -3.453  -0.064
H -5.072 3.659 -3.242  0.080
H -4.293 5.149 -3.813  0.078
H -3.766 3.578 -4.420  0.062
H -3.519 4.580 -1.535  0.118
H -2.177 4.511 -2.658  0.110
H -3.092 1.621 -3.683  0.104
H -2.241 0.842 -2.366  0.107
H -1.084 3.162 -3.996  0.055
H -0.645 1.461 -4.146  0.083
H -0.289 2.350 -2.651  0.078
C -5.363 -0.343 -1.564  -0.061
C -4.881 -1.218 -2.707  -0.283
O -5.699 -2.355 -2.942  -0.193
C -7.051 -2.092 -3.283  -0.271
C -7.213 -1.271 -4.550  -0.077
H -5.433 -0.923 -0.641  0.086
H -4.672 0.488 -1.404  0.065
H -6.351 0.078 -1.761  0.069
H -3.888 -1.601 -2.463  0.103
H -4.768 -0.637 -3.629  0.107
H -7.570 -1.623 -2.440  0.107
H -7.522 -3.066 -3.429  0.120
H -6.768 -0.279 -4.454  0.065
H -8.271 -1.141 -4.785  0.078
H -6.726 -1.768 -5.392  0.081
C -0.828 -6.032 -5.329  -0.083
C -0.702 -5.325 -3.991  -0.285
O -0.956 -3.932 -4.056  -0.161
C -2.248 -3.553 -4.507  -0.272
C -3.380 -4.075 -3.640  -0.079
H -0.154 -5.585 -6.062  0.081
H -0.579 -7.090 -5.224  0.076
H -1.840 -5.966 -5.732  0.065
H 0.322 -5.431 -3.629  0.116
H -1.345 -5.792 -3.237  0.106
H -2.386 -3.847 -5.553  0.107
H -2.267 -2.460 -4.491  0.113
H -3.415 -5.166 -3.630  0.072
H -4.337 -3.715 -4.008  0.066
H -3.255 -3.743 -2.607  0.080
C 7.166 0.574 8.703  -0.067
C 7.096 -0.934 8.544  -0.294
O 7.823 -1.645 9.534  -0.159
C 7.416 -1.438 10.876  -0.283
C 5.975 -1.832 11.146  -0.081
H 8.205 0.911 8.689  0.086
H 6.627 1.067 7.893  0.057
H 6.726 0.906 9.645  0.070
H 7.537 -1.210 7.584  0.089
H 6.056 -1.280 8.516  0.104
H 7.604 -0.401 11.174  0.106
H 8.073 -2.057 11.492  0.117
H 5.272 -1.234 10.563  0.066
H 5.734 -1.693 12.202  0.076
H 5.809 -2.879 10.884  0.080
C -1.730 4.769 -8.368  -0.078
C -1.403 5.263 -6.970  -0.278
O -0.399 4.503 -6.316  -0.174
C 0.869 4.460 -6.951  -0.278
C 1.515 5.823 -7.118  -0.080
H -2.042 3.723 -8.340  0.082
H -2.536 5.364 -8.802  0.078
H -0.870 4.835 -9.036  0.066
H -2.297 5.186 -6.348  0.110
H -1.127 6.323 -6.982  0.107
H 0.795 3.938 -7.911  0.107
H 1.506 3.842 -6.314  0.119
H 0.923 6.480 -7.758  0.065
H 2.504 5.722 -7.569  0.078
H 1.621 6.318 -6.150  0.082

Atoms 1-6, force components in eV/Å:
C -0.696 0.408 -0.052
P 2.113 -0.453 0.279
O -0.590 -0.327 1.583
O -2.151 -1.041 -1.356
S -0.179 2.643 1.006
O 0.159 -2.446 -1.040

=====

Below is a 8-piece molecular cluster, C28H68O13S2 overall, with properties calculated with the ωB97M-V functional and the def2-TZVPD basis.

Its strongest force on any atom is 1.5 eV/Å. Its total charge is 0. Its SMILES is O=CC[C@H]1CCS(=O)(=O)O[C@@H]1C[SH](=O)=O.CC(C)O.CC(C)O.CC(C)O.CC(C)O.CC(C)O.CC(C)O.CC(C)O. The total energy is -2882.05902 Ha. Its HOMO energy is -9.495 eV. Its multiplicity is 1.

Each line ends with the Löwdin charge.
Positions of all 111 atoms, in Å:
O -5.149 3.776 -3.510  0.072
C -4.258 3.595 -2.716  -0.246
C -2.809 3.820 -3.032  -0.078
C -1.879 2.615 -2.776  -0.275
C -0.575 3.109 -2.216  -0.151
C -0.798 3.643 -0.793  -0.167
S -1.904 2.711 0.247  0.625
O -2.674 3.643 0.997  -0.253
O -1.132 1.805 1.030  -0.269
O -2.936 1.924 -0.655  -0.197
C -2.498 1.505 -1.960  -0.309
C -1.615 0.233 -1.911  -0.158
S -1.880 -0.848 -0.507  0.668
O -3.231 -0.758 -0.082  -0.293
O -1.457 -2.142 -0.959  -0.359
H -4.505 3.299 -1.690  0.104
H -2.758 4.068 -4.079  0.126
H -2.494 4.711 -2.511  0.121
H -1.667 2.182 -3.742  0.157
H 0.205 2.376 -2.221  0.108
H -0.225 3.942 -2.803  0.128
H 0.125 3.680 -0.242  0.111
H -1.177 4.645 -0.843  0.098
H -3.385 1.217 -2.496  0.156
H -0.557 0.428 -2.024  0.105
H -1.901 -0.394 -2.737  0.114
H -1.008 -0.457 0.446  0.074
C 3.597 1.037 1.970  -0.058
C 2.644 0.513 0.908  -0.492
C 2.847 -0.968 0.659  -0.048
O 2.831 1.237 -0.311  -0.060
H 4.634 0.901 1.652  0.081
H 3.443 2.104 2.134  0.078
H 3.455 0.517 2.918  0.080
H 1.614 0.699 1.222  0.126
H 3.863 -1.158 0.298  0.076
H 2.161 -1.331 -0.108  0.074
H 2.691 -1.552 1.566  0.069
H 3.734 1.086 -0.609  0.084
C 1.410 -3.171 -2.869  -0.053
C 2.083 -2.450 -4.024  -0.487
C 3.234 -3.276 -4.561  -0.060
O 2.565 -1.175 -3.588  -0.058
H 2.126 -3.339 -2.057  0.068
H 0.588 -2.573 -2.474  0.056
H 1.012 -4.139 -3.177  0.088
H 1.358 -2.249 -4.813  0.136
H 3.975 -3.431 -3.772  0.061
H 3.743 -2.767 -5.381  0.079
H 2.909 -4.254 -4.917  0.082
H 3.206 -1.338 -2.886  0.071
C -5.893 5.977 0.431  -0.060
C -6.540 4.627 0.703  -0.484
C -6.839 4.440 2.183  -0.058
O -5.685 3.586 0.239  -0.066
H -4.940 6.061 0.960  0.087
H -5.681 6.092 -0.632  0.068
H -6.539 6.798 0.750  0.078
H -7.465 4.540 0.130  0.139
H -5.914 4.478 2.764  0.083
H -7.295 3.466 2.360  0.079
H -7.513 5.214 2.552  0.078
H -4.853 3.641 0.730  0.049
C -5.239 10.239 0.320  -0.064
C -4.533 9.944 -0.995  -0.499
C -5.022 10.862 -2.105  -0.064
O -4.733 8.580 -1.361  -0.064
H -6.315 10.076 0.220  0.081
H -4.880 9.573 1.104  0.077
H -5.075 11.270 0.637  0.078
H -3.457 10.067 -0.867  0.136
H -6.092 10.717 -2.276  0.081
H -4.509 10.637 -3.040  0.078
H -4.851 11.911 -1.858  0.079
H -5.678 8.442 -1.479  0.078
C 1.016 -6.335 1.345  -0.062
C 1.831 -5.097 1.684  -0.490
C 1.072 -4.176 2.625  -0.048
O 2.170 -4.401 0.480  -0.072
H 0.089 -6.056 0.836  0.084
H 1.572 -6.984 0.667  0.081
H 0.767 -6.900 2.239  0.062
H 2.773 -5.391 2.145  0.121
H 0.144 -3.836 2.157  0.083
H 1.665 -3.290 2.855  0.065
H 0.826 -4.683 3.558  0.079
H 1.343 -4.140 0.058  0.073
C 3.318 -7.435 6.166  -0.062
C 2.377 -8.007 5.117  -0.489
C 2.606 -9.498 4.922  -0.061
O 2.548 -7.318 3.877  -0.067
H 4.359 -7.562 5.855  0.081
H 3.144 -6.366 6.293  0.079
H 3.184 -7.926 7.130  0.080
H 1.344 -7.832 5.418  0.139
H 3.626 -9.684 4.575  0.081
H 1.928 -9.893 4.166  0.079
H 2.452 -10.048 5.850  0.080
H 3.455 -7.457 3.587  0.092
C 7.232 -3.570 -0.080  -0.060
C 5.789 -3.703 -0.542  -0.496
C 5.519 -5.068 -1.154  -0.057
O 5.481 -2.675 -1.488  -0.072
H 7.916 -3.681 -0.926  0.081
H 7.407 -2.585 0.353  0.078
H 7.480 -4.327 0.664  0.080
H 5.117 -3.545 0.301  0.128
H 6.152 -5.224 -2.033  0.082
H 4.481 -5.140 -1.478  0.072
H 5.718 -5.868 -0.440  0.080
H 6.061 -2.788 -2.248  0.083

Atoms 1-6, force components in eV/Å:
O 0.262 -0.035 -0.131
C -0.698 0.206 0.145
C -0.289 -0.463 -0.563
C 0.122 0.527 -0.181
C -0.133 0.289 0.919
C 0.108 -0.328 -0.695